A 9-piece molecular cluster, C46H81Cl2F5INO13S3 overall in a non-equilibrium geometry. Source: OMol25; level of theory: the ωB97M-V functional and the def2-TZVPD basis.

Calculated values
2S+1: 1
LUMO (eV): 0.26
E_HOMO (eV): -8.280
HOMO-LUMO gap (eV): 8.5

Last column: Mulliken charge in e.
CARTESIAN COORDINATES (ANGSTROEM)
C: 4.708541 -2.026833 3.673339  -0.976
C: 5.475835 -0.851234 3.085496  -0.359
O: 4.836582 -0.318844 1.938869  -0.445
C: 5.009138 -1.083486 0.763511  -0.680
C: 3.688560 -1.698160 0.326576  1.011
O: 3.845410 -2.290532 -0.953576  -0.249
C: 3.123106 -1.650213 -1.982637  -0.664
C: 1.984767 -2.529604 -2.499614  -0.580
O: 1.210187 -1.721417 -3.364453  -0.477
C: -0.195405 -1.865871 -3.243526  -1.170
C: -0.768740 -0.790845 -2.369146  0.832
C: -2.010135 -0.220332 -2.639466  -0.879
C: -2.521169 0.764292 -1.793512  1.286
C: -1.833342 1.217531 -0.654147  -1.795
C: -0.601291 0.608673 -0.368819  -0.907
C: 0.222859 0.904175 0.822770  0.180
Cl: -0.442293 0.296763 2.300381  -0.151
C: 1.427187 1.464148 0.818998  0.855
C: 2.301913 1.680094 1.996090  -0.951
Cl: 2.125690 1.978690 -0.686756  -0.132
C: -0.092874 -0.361968 -1.231085  0.715
N: -2.391523 2.268409 0.152688  1.308
C: -2.266112 3.622498 -0.443026  -0.123
C: -0.959321 3.844056 -1.189929  0.353
C: -1.085347 3.654337 -2.675155  0.270
O: -1.868614 4.247123 -3.327077  -0.539
O: -0.198346 2.810944 -3.268417  -0.544
C: -3.754235 1.995008 0.501653  -2.260
C: -4.158222 2.136017 1.832437  0.959
S: -2.969586 2.705095 3.002147  0.037
C: -5.487510 1.851124 2.185261  -0.001
C: -5.937877 1.952514 3.620862  -2.467
C: -6.027694 0.584186 4.345940  -0.467
C: -5.177967 -0.504526 3.708394  -0.508
C: -5.341308 -1.861419 4.390110  1.077
F: -4.262147 -2.143568 5.153690  -0.329
F: -6.439394 -1.919552 5.173000  -0.329
C: -5.489055 -3.025512 3.382494  0.481
F: -4.615644 -2.941094 2.384041  -0.239
F: -6.712573 -3.034783 2.862686  -0.253
F: -5.296512 -4.181387 4.015941  -0.260
C: -6.416921 1.457454 1.202360  1.551
S: -8.102979 1.060932 1.607195  -0.164
C: -6.011901 1.337251 -0.136727  -0.254
I: -7.323861 0.748367 -1.661056  0.103
C: -4.684736 1.610064 -0.467611  0.466
S: -4.099244 1.476395 -2.135673  -0.373
H: 3.666833 -1.726590 3.754423  0.234
H: 4.757922 -2.898848 3.027187  0.165
H: 5.070930 -2.260363 4.669643  0.427
H: 6.513613 -1.112436 2.877152  0.400
H: 5.461505 -0.055624 3.825586  0.353
H: 5.357820 -0.424184 -0.032014  0.223
H: 5.733039 -1.889052 0.882523  0.446
H: 2.872944 -0.976942 0.372261  -0.799
H: 3.442423 -2.492391 1.034990  0.059
H: 3.804054 -1.470950 -2.815891  0.327
H: 2.736045 -0.673017 -1.697641  0.201
H: 2.435857 -3.366227 -3.032754  0.736
H: 1.419161 -2.881804 -1.635425  0.314
H: -0.633376 -1.844366 -4.238676  0.457
H: -0.446649 -2.842828 -2.825944  0.427
H: -2.579598 -0.533827 -3.502425  0.483
H: 3.089292 0.926130 2.026556  -0.053
H: 1.744863 1.612984 2.922905  0.257
H: 2.783686 2.652655 1.952994  0.412
H: 0.859469 -0.802980 -0.983888  0.017
H: -2.329285 4.352324 0.357191  -0.254
H: -3.084818 3.859412 -1.121135  0.553
H: -0.134649 3.266438 -0.791366  -0.493
H: -0.677732 4.888213 -1.067368  0.496
H: -0.166301 1.993725 -2.748248  0.345
H: -3.286876 2.007649 4.099387  0.053
H: -5.301536 2.628348 4.175939  0.599
H: -6.930271 2.387088 3.629377  0.440
H: -5.660583 0.729618 5.360662  0.394
H: -7.060491 0.269659 4.424454  0.335
H: -5.421734 -0.652666 2.660497  0.241
H: -4.121039 -0.262965 3.773314  0.139
H: -8.559010 2.252585 2.022270  0.174
C: 3.866935 -3.823518 -5.962287  -0.614
C: 2.605543 -4.449881 -6.523603  -0.275
O: 1.607828 -4.622638 -5.517035  -0.514
H: 4.272460 -4.440848 -5.159025  0.233
H: 4.625938 -3.714740 -6.737065  0.120
H: 3.650283 -2.836683 -5.540768  0.225
H: 2.815519 -5.439441 -6.925548  0.295
H: 2.199704 -3.831092 -7.331260  0.267
H: 1.407509 -3.749301 -5.163139  0.218
C: 7.771555 -2.879525 -9.267035  -0.828
C: 7.618496 -3.916913 -8.170655  -0.308
O: 6.366783 -4.597147 -8.257522  -0.486
H: 6.962002 -2.151065 -9.217739  0.169
H: 8.722383 -2.352113 -9.181116  0.321
H: 7.726805 -3.344293 -10.253459  0.281
H: 7.644117 -3.445747 -7.188948  0.287
H: 8.432314 -4.648174 -8.218526  0.304
H: 6.328685 -5.033043 -9.113984  0.268
C: 6.190943 0.968738 -10.913480  -0.980
C: 7.650723 0.575338 -11.045143  -0.289
O: 7.801631 -0.695260 -11.673204  -0.480
H: 5.645572 0.217415 -10.341410  0.254
H: 6.087098 1.933027 -10.414160  0.322
H: 5.719683 1.037777 -11.896730  0.318
H: 8.113049 0.489759 -10.062849  0.271
H: 8.200311 1.331275 -11.615979  0.329
H: 7.410605 -0.638729 -12.550060  0.276
C: -0.585591 1.747499 7.397122  -1.260
C: -0.562515 2.231376 5.959032  0.252
O: -1.189910 3.502607 5.819938  -0.417
H: -1.612346 1.682268 7.758824  0.296
H: -0.118118 0.765747 7.489079  0.357
H: -0.053322 2.446548 8.045578  0.352
H: -1.107561 1.541358 5.314225  0.105
H: 0.468752 2.292603 5.593523  0.164
H: -0.708185 4.128545 6.371008  0.248
C: -8.062107 -6.768455 3.330839  -0.860
C: -9.222508 -5.856180 3.681238  -0.210
O: -8.928033 -5.078284 4.836544  -0.526
H: -7.829936 -7.427908 4.167576  0.261
H: -8.274720 -7.380535 2.452916  0.326
H: -7.174914 -6.164658 3.125789  0.198
H: -10.122311 -6.431574 3.893271  0.305
H: -9.440791 -5.192234 2.836961  0.230
H: -8.135342 -4.568785 4.640800  0.261
C: -1.492011 7.938097 7.980862  -0.982
C: -0.103621 7.354868 7.799956  -0.276
O: -0.141683 6.110575 7.100563  -0.523
H: -2.129093 7.240163 8.524362  0.259
H: -1.452339 8.878935 8.531088  0.358
H: -1.961937 8.124788 7.012382  0.283
H: 0.356088 7.152095 8.765364  0.281
H: 0.538804 8.054323 7.256062  0.262
H: -0.533530 6.278510 6.236393  0.248
C: 2.568042 -6.226360 -0.022131  -0.812
C: 4.071179 -6.223919 0.191261  -0.175
O: 4.746056 -5.512711 -0.839020  -0.562
H: 2.323771 -6.670230 -0.987595  0.262
H: 2.058460 -6.788495 0.762368  0.362
H: 2.179364 -5.204370 -0.022942  0.115
H: 4.461866 -7.240301 0.175615  0.318
H: 4.317433 -5.780671 1.163778  0.175
H: 4.414079 -4.609392 -0.827693  0.283
C: -1.929369 8.499185 1.979277  -1.254
C: -1.776842 7.248226 1.134417  -0.032
O: -2.971942 6.471213 1.118047  -0.463
H: -2.201906 8.234084 3.001455  0.294
H: -1.002834 9.074806 1.999868  0.358
H: -2.722419 9.137740 1.583720  0.362
H: -0.997710 6.604775 1.542176  0.261
H: -1.499900 7.512592 0.107833  0.229
H: -3.674435 7.014605 0.747968  0.239

Atoms 1-6, force components in eV/Å:
C -0.06 0.32 -0.31
C -0.40 -0.09 0.48
O 0.36 -0.20 -0.03
C -0.35 0.27 -0.43
C 0.23 -0.68 0.47
O -0.25 0.14 0.25